Record 1
Molecular formula: C19H11AuF9I2N5O2
Method: DFT, ωB97M-V/def2-TZVPD

Positions of all 49 atoms, in Å:
Au -0.1048 -0.4727 0.1714
I 3.5988 3.0759 5.2821
C 3.1425 1.9462 3.6031
C 3.7576 0.7018 3.4084
C 3.4371 -0.0313 2.3001
I 4.3768 -1.8465 1.9055
C 2.4452 0.4094 1.3490
O 2.0822 -0.3375 0.3943
C 1.9502 1.7617 1.5200
C 1.2270 2.4137 0.3703
N -0.0569 1.8172 -0.0201
C -1.2421 2.2418 0.7225
C -2.4276 1.3739 0.3677
C -3.7343 1.7408 0.6430
C -4.7580 0.8549 0.3433
C -4.4598 -0.3581 -0.2589
C -3.1349 -0.6562 -0.5180
N -2.1588 0.1903 -0.1935
C 2.2799 2.4805 2.6339
H 4.4845 0.3267 4.1142
H 1.8777 2.3167 -0.5012
H 1.1109 3.4804 0.5920
H -0.1982 1.9614 -1.0133
H -1.4719 3.2990 0.5523
H -1.0370 2.0893 1.7850
H -3.9468 2.6990 1.0975
H -5.7832 1.1095 0.5761
H -5.2317 -1.0690 -0.5134
H -2.8127 -1.5888 -0.9617
H 1.8917 3.4825 2.7664
N -0.3380 -0.0671 2.5033
C -0.0722 -0.1412 3.6449
N 0.2033 -0.2210 4.8754
C -0.0114 0.5385 5.9020
N -0.1361 1.2059 6.8455
F 0.5620 -3.6550 -2.4174
C 0.9244 -3.8346 -1.1380
F 1.4632 -5.0603 -1.0408
F 1.8920 -2.9469 -0.8718
C -0.3061 -3.6083 -0.2046
O -0.8584 -2.3942 -0.4299
C 0.1276 -3.7887 1.2844
F 0.6724 -4.9908 1.5283
F 1.0321 -2.8606 1.6300
F -0.9104 -3.6372 2.1147
C -1.4076 -4.6679 -0.5408
F -0.9666 -5.9335 -0.5136
F -2.4337 -4.5847 0.3205
F -1.9115 -4.4365 -1.7618

Properties
**E**: -2784.6837 hartree
**<S²>**: 2.03
**Multiplicity**: 3
**Energy relative to the best compared isomer or geometry (same formula, charge and spin)**: 20.4 kcal/mol
**Frontier orbital gap (alpha / beta)**: 7.90 / 4.63 eV
**HOMO level (alpha / beta)**: -8.19 / -8.14 eV

***

Record 2
Molecular formula: C6H6O
Method: DFT, ωB97M-V/def2-TZVPD

Positions of all 13 atoms, in Å:
C -2.0784 -1.7346 -0.4472
C -1.1420 -0.9889 -0.3109
C -0.0339 -0.0967 -0.1472
C 1.2948 -0.4972 0.4642
C 0.5107 0.6041 1.0790
O 0.7199 1.8255 0.3902
C 0.1340 1.2687 -0.8062
H -2.9096 -2.3940 -0.5634
H 2.2189 -0.2658 -0.0611
H 1.2703 -1.4491 0.9868
H 0.1439 0.6418 2.1000
H -0.8208 1.7547 -1.0301
H 0.8072 1.3240 -1.6689

Properties
**E**: -307.3191 hartree
**Energy relative to the best compared isomer or geometry (same formula, charge and spin)**: 90.6 kcal/mol
**Frontier orbital gap**: 10.29 eV
**HOMO level**: -9.24 eV

***

Record 3
Molecular formula: C26H28N6O4
Method: DFT, ωB97M-V/def2-TZVPD

Positions of all 64 atoms, in Å:
C -1.6566 -4.6402 0.9191
C -1.1189 -3.3093 0.4929
C -1.9445 -2.1922 0.4506
C -1.4573 -0.9627 0.0489
C -0.1208 -0.8347 -0.3077
N 0.3771 0.4305 -0.7217
C 1.2834 1.1719 -0.0619
O 1.7104 2.2247 -0.4924
C 1.7685 0.6449 1.2969
N 0.7199 0.0984 2.0952
N -0.3810 0.7377 2.3974
N -1.1221 -0.0687 3.0655
C -0.4375 -1.2291 3.1655
C -0.9045 -2.4207 3.8028
C -0.2705 -3.6248 3.9788
C -1.1985 -4.4577 4.6356
C -2.3305 -3.7097 4.8138
C -3.6362 -4.0380 5.4425
O -2.1546 -2.4755 4.3101
N 0.7438 -1.1333 2.5570
C -0.1185 0.9439 -1.9984
C 1.1311 1.3786 -2.8293
O 2.0374 0.5885 -2.9611
N 1.0186 2.5802 -3.4146
C 2.0941 3.2772 -4.1070
C 2.8019 2.4021 -5.1598
C 4.2016 2.1510 -4.6021
C 4.5145 3.4401 -3.8506
C 3.2000 3.7486 -3.1381
C -1.1766 1.9760 -1.8069
C -1.2427 3.0979 -1.0288
C -2.5204 3.6631 -1.2617
C -3.1333 2.8486 -2.1610
O -2.3313 1.8236 -2.4972
C 0.7090 -1.9480 -0.2982
C 0.2086 -3.1712 0.1052
H -0.8864 -5.2289 1.4109
H -2.4956 -4.5194 1.6000
H -2.0044 -5.1964 0.0479
H -2.9789 -2.2791 0.7484
H -2.0996 -0.0948 0.0373
H 2.5151 -0.1386 1.1514
H 2.2292 1.4940 1.8112
H 0.7272 -3.8599 3.6720
H -1.0513 -5.4746 4.9374
H -4.4502 -3.8564 4.7422
H -3.6478 -5.0804 5.7458
H -3.8039 -3.4094 6.3163
H -0.5602 0.0986 -2.5391
H 0.2758 3.1700 -3.0681
H 1.6138 4.1311 -4.5937
H 2.2586 1.4764 -5.3321
H 2.8629 2.9482 -6.1022
H 4.9259 1.9271 -5.3839
H 4.1615 1.3179 -3.9018
H 4.7575 4.2364 -4.5577
H 5.3441 3.3314 -3.1542
H 3.1248 3.1668 -2.2198
H 3.0970 4.8028 -2.8844
H -0.4784 3.4670 -0.3772
H -2.9198 4.5503 -0.8159
H -4.0995 2.8853 -2.6232
H 1.7370 -1.8462 -0.6106
H 0.8602 -4.0320 0.1213

Properties
**E**: -1637.0490 hartree
**SMILES**: Cc1ccc(N(C(=O)Cn2nnc(-c3ccc(C)o3)n2)[C@H](C(=O)NC2CCCC2)c2ccco2)cc1
**Energy relative to the best compared isomer or geometry (same formula, charge and spin)**: 0.0 kcal/mol
**Frontier orbital gap**: 9.01 eV
**HOMO level**: -8.26 eV

***

Record 4
Molecular formula: C7H15NOS
Method: DFT, ωB97M-V/def2-TZVPD

Positions of all 25 atoms, in Å:
C 3.3125 1.8141 -0.0637
C 3.1062 -1.7186 0.8636
C 2.6892 0.9340 0.6866
C -2.8211 0.0407 0.4594
C -0.9098 0.9874 -0.8506
C -1.2829 -1.5022 -0.7834
C -1.3491 -0.2021 0.0252
N -0.5661 -0.3540 1.1948
O 2.3535 -0.6821 -1.4263
S 2.0963 -0.6497 0.0073
H 3.6617 2.7610 0.3145
H 3.5022 1.6025 -1.1049
H 3.3166 -2.6681 0.4082
H 2.9459 -1.7142 1.9263
H 2.4398 1.0501 1.7297
H -3.1344 -0.7417 1.1441
H -2.9127 1.0033 0.9585
H -3.4641 0.0299 -0.4162
H 0.0692 0.7871 -1.2720
H -0.8558 1.9005 -0.2595
H -1.6127 1.1444 -1.6642
H -1.5283 -2.3459 -0.1454
H -1.9791 -1.4674 -1.6176
H -0.2775 -1.6421 -1.1699
H -0.3748 0.5554 1.6131

Properties
**E**: -803.7038 hartree
**Energy relative to the best compared isomer or geometry (same formula, charge and spin)**: 146.6 kcal/mol
**Frontier orbital gap (alpha / beta)**: 8.12 / 8.13 eV
**HOMO level (alpha / beta)**: -8.87 / -8.26 eV

***

Record 5
Molecular formula: C12H2BCl48I2OP
Method: DFT, ωB97M-V/def2-TZVPD

Positions of all 67 atoms, in Å:
O 4.1974 1.2385 0.8652
P 3.8880 -0.3023 0.0455
I 5.5246 -1.8502 1.0915
B 2.0882 -0.7667 0.5035
I 1.4882 -1.3532 2.5762
H 4.1179 0.9829 1.8420
H 1.2512 -0.7191 -0.3306
C 1.3512 3.7333 2.0709
Cl -0.3493 4.2046 2.3172
Cl 2.3633 4.4799 3.3330
Cl 1.4957 1.9600 2.1657
Cl 1.8952 4.2886 0.4677
C -1.4493 1.3328 -1.2796
Cl -0.0503 0.5719 -2.0786
Cl -2.2202 2.4833 -2.4006
Cl -2.6247 0.0763 -0.8168
Cl -0.9019 2.1996 0.1776
C -0.1247 -1.5956 6.6979
Cl 1.2742 -2.3565 5.8989
Cl -0.8957 -0.4451 5.5769
Cl -1.3002 -2.8520 7.1607
Cl 0.4227 -0.7288 8.1551
C 4.9753 -3.4365 7.8025
Cl 3.6985 -2.4074 8.4990
Cl 4.7356 -5.1207 8.3321
Cl 4.8983 -3.3566 6.0242
Cl 6.5687 -2.8614 8.3544
C 4.0753 -2.5365 -3.8642
Cl 2.7985 -1.5074 -3.1677
Cl 3.8356 -4.2207 -3.3345
Cl 3.9983 -2.4566 -5.6425
Cl 5.6687 -1.9614 -3.3123
C -5.8247 1.8135 -4.4173
Cl -4.8073 1.3678 -3.0242
Cl -5.9452 3.5881 -4.5213
Cl -5.0941 1.1792 -5.9134
Cl -7.4524 1.1189 -4.2104
C -0.7523 2.8642 9.5577
Cl 0.3898 1.7877 10.4009
Cl -0.2160 4.5542 9.7338
Cl -0.8069 2.4355 7.8292
Cl -2.3763 2.6796 10.2670
C -0.7523 -3.7643 -1.5280
Cl 0.6466 -4.5252 -2.3270
Cl -1.5233 -2.6138 -2.6489
Cl -1.9278 -5.0208 -1.0652
Cl -0.2050 -2.8975 -0.0708
C 1.9476 -5.8197 1.8486
Cl 0.2472 -5.3483 2.0949
Cl 2.9597 -5.0730 3.1107
Cl 2.0921 -7.5930 1.9434
Cl 2.4916 -5.2643 0.2454
C -3.7524 6.4169 -6.6668
Cl -3.0086 5.7870 -8.1583
Cl -3.0960 5.5418 -5.2604
Cl -3.3874 8.1536 -6.5088
Cl -5.5174 6.1851 -6.7396
C 1.3477 6.5432 -8.2089
Cl 2.1105 5.2727 -7.2196
Cl -0.0646 7.2012 -7.3446
Cl 2.5225 7.8490 -8.5075
Cl 0.8223 5.8499 -9.7638
C -5.5524 -4.9971 -3.3315
Cl -6.5156 -4.8455 -4.8227
Cl -4.9440 -6.6653 -3.1844
Cl -4.1766 -3.8668 -3.3955
Cl -6.5732 -4.6109 -1.9232

Properties
**E**: -23584.3407 hartree
**Frontier orbital gap**: 7.16 eV
**HOMO level**: -8.81 eV

***

Record 6
Molecular formula: C2H3BrOS
Method: DFT, ωB97M-V/def2-TZVPD

Positions of all 8 atoms, in Å:
C -0.4822 -0.7400 -0.5946
O -0.4883 0.6218 -0.3057
C 0.3310 1.0721 0.5715
S 0.5891 2.6946 0.8675
Br 1.4672 -0.2849 1.4457
H -0.4111 -1.3961 0.3545
H 0.3844 -1.0785 -1.2435
H -1.3901 -0.8891 -1.0953

Properties
**E**: -3125.4000 hartree
**SMILES**: COC(=S)Br
**Energy relative to the best compared isomer or geometry (same formula, charge and spin)**: 22.7 kcal/mol
**Frontier orbital gap (alpha / beta)**: 9.04 / 9.04 eV
**HOMO level (alpha / beta)**: -9.01 / -9.01 eV

***

Record 7
Molecular formula: C6H7N3O2S
Method: DFT, ωB97M-V/def2-TZVPD

Positions of all 19 atoms, in Å:
C 0.8878 -0.6267 0.1261
C 0.3259 -1.6697 0.8490
C -1.3626 -0.1709 1.4742
C -0.2816 3.2597 -2.0353
C -0.8269 2.2056 -1.1792
C 0.8694 -3.0185 0.8520
N 0.0733 0.4739 0.1085
N -0.8109 -1.3456 1.5209
N 0.1658 1.4691 -0.7908
O 0.9844 3.2367 -2.2799
O -1.0115 4.1539 -2.4346
S -2.4387 0.7738 2.1811
H 1.7574 -0.8569 -0.5791
H -1.8229 1.9573 -0.8702
H 1.7455 -3.3335 1.6239
H 0.1003 -3.7352 1.0809
H 1.3599 -3.1979 -0.0819
H -1.1709 -2.1682 2.1186
H 1.4563 2.5932 -1.6842

Properties
**E**: -945.6353 hartree
**Energy relative to the best compared isomer or geometry (same formula, charge and spin)**: 55.1 kcal/mol
**Frontier orbital gap**: 7.14 eV
**HOMO level**: -7.64 eV